Record 1
DFT (ωB97M-V/def2-TZVPD) results for a cluster of 8 separate species, C20H48O20S4 in total in a non-equilibrium geometry.

- energy above the lowest of the compared OMol25 structures with the same formula, charge and spin (eV) = 5.475
- orbital gap (eV) = 9.46
- SMILES string = O=S1(=O)CCCC1.O=S1(=O)CCCC1.O=S1(=O)OCCO1.O=S1(=O)OCCO1.OCCO.OCCO.OCCO.OCCO

Geometry as XYZ:
```
92
Properties=species:S:1:pos:R:3:lowdin_charge:R:1
C -7.56 -2.76 -31.25 -0.21
C -6.53 -1.89 -32.04 -0.23
C -5.41 -1.65 -31.03 -0.21
S -6.21 -1.48 -29.31 0.74
O -6.30 -0.08 -28.82 -0.36
O -5.66 -2.58 -28.51 -0.36
C -7.88 -1.99 -29.92 -0.20
H -7.09 -3.74 -31.20 0.11
H -8.41 -2.89 -31.91 0.11
H -7.00 -0.92 -32.20 0.11
H -6.12 -2.27 -32.97 0.12
H -4.76 -0.79 -31.21 0.10
H -4.90 -2.61 -31.05 0.09
H -8.44 -1.10 -30.22 0.10
H -8.44 -2.61 -29.21 0.10
C -7.56 5.05 -21.02 -0.26
C -7.33 3.99 -19.95 -0.25
C -5.85 4.11 -19.44 -0.16
S -4.89 4.93 -20.92 0.79
O -3.68 4.04 -21.31 -0.40
O -4.58 6.33 -20.66 -0.38
C -6.48 5.01 -22.12 -0.13
H -7.44 5.93 -20.39 0.11
H -8.62 5.07 -21.29 0.11
H -7.38 3.01 -20.43 0.10
H -8.18 3.99 -19.27 0.11
H -5.50 3.08 -19.42 0.08
H -5.80 4.70 -18.52 0.10
H -6.33 4.03 -22.59 0.09
H -6.35 5.87 -22.77 0.10
C -11.60 -1.54 -23.49 -0.21
C -10.02 -1.30 -23.50 -0.17
O -9.80 0.09 -23.70 -0.20
S -11.21 0.81 -24.27 0.77
O -11.01 1.47 -25.59 -0.26
O -11.81 1.65 -23.24 -0.26
O -12.03 -0.65 -24.44 -0.20
H -11.91 -1.27 -22.48 0.12
H -11.88 -2.59 -23.63 0.14
H -9.60 -1.88 -24.32 0.13
H -9.74 -1.59 -22.49 0.13
C -8.42 -8.18 -22.86 -0.17
C -8.63 -6.99 -23.87 -0.21
O -9.59 -7.34 -24.80 -0.19
S -9.72 -9.00 -24.78 0.77
O -8.54 -9.59 -25.46 -0.26
O -11.02 -9.32 -25.41 -0.25
O -9.45 -9.13 -23.16 -0.20
H -8.35 -7.90 -21.80 0.13
H -7.41 -8.56 -23.00 0.12
H -7.67 -6.71 -24.32 0.13
H -9.06 -6.13 -23.36 0.12
C -6.67 -3.36 -17.15 -0.20
C -6.74 -5.01 -17.25 -0.18
O -5.47 -5.43 -16.71 -0.11
O -7.45 -2.82 -18.24 -0.08
H -5.65 -3.05 -17.37 0.10
H -6.72 -3.06 -16.10 0.11
H -6.77 -5.38 -18.27 0.11
H -7.51 -5.39 -16.58 0.11
H -4.88 -5.53 -17.46 0.08
H -7.00 -1.99 -18.38 0.07
C -14.18 -7.77 -21.88 -0.29
C -13.86 -6.62 -20.90 -0.20
O -12.55 -5.98 -20.71 -0.07
O -15.46 -8.32 -21.80 -0.05
H -13.50 -8.63 -21.87 0.11
H -13.89 -7.46 -22.89 0.11
H -14.27 -7.08 -20.00 0.11
H -14.39 -5.70 -21.16 0.12
H -12.13 -6.66 -20.18 0.07
H -15.59 -9.13 -22.31 0.10
C -17.89 -0.21 -20.99 -0.25
C -16.45 0.06 -21.40 -0.24
O -15.81 0.82 -20.39 -0.06
O -18.64 -1.09 -21.84 -0.08
H -18.54 0.67 -20.95 0.11
H -17.95 -0.56 -19.96 0.12
H -16.28 0.57 -22.35 0.12
H -16.09 -0.97 -21.49 0.11
H -15.13 1.35 -20.81 0.08
H -19.48 -1.24 -21.40 0.08
C -12.62 8.59 -22.18 -0.28
C -11.34 9.51 -22.11 -0.25
O -11.52 10.22 -23.25 -0.06
O -12.67 7.96 -23.39 -0.06
H -13.52 9.19 -22.05 0.12
H -12.66 7.78 -21.46 0.12
H -10.52 8.80 -22.22 0.11
H -11.47 10.08 -21.19 0.12
H -11.94 9.58 -23.83 0.06
H -12.28 7.08 -23.36 0.11
```

Record 2
DFT (ωB97M-V/def2-TZVPD) results for the molecule C22H30N4.

- energy above the lowest of the compared OMol25 structures with the same formula, charge and spin (eV) = 0.000
- orbital gap (eV) = 8.01
- SMILES string = CCN(CC)c1ccc(CNc2ccc3c(c2)ncn3C(C)(C)C)cc1

Geometry as XYZ:
```
56
Properties=species:S:1:pos:R:3:nbo_charge:R:1
C 4.18 1.39 0.39 -0.63
H 3.35 1.13 -0.26 0.22
H 4.02 2.38 0.80 0.21
H 5.09 1.40 -0.20 0.20
C 4.28 0.36 1.53 -0.20
N 4.41 -1.00 1.07 -0.45
C 3.26 -1.62 0.58 0.17
C 2.10 -1.63 1.36 -0.25
C 0.95 -2.27 0.94 -0.14
C 0.91 -2.93 -0.28 -0.10
C 2.06 -2.93 -1.06 -0.18
C 3.21 -2.29 -0.64 -0.27
H 4.07 -2.29 -1.30 0.21
H 2.05 -3.42 -2.02 0.21
C -0.33 -3.64 -0.77 -0.22
N -1.57 -3.18 -0.20 -0.62
C -2.00 -1.87 -0.33 0.25
C -1.44 -1.00 -1.26 -0.33
C -1.99 0.27 -1.36 0.19
N -1.62 1.30 -2.19 -0.49
C -2.43 2.27 -1.91 0.22
N -3.35 1.99 -0.94 -0.38
C -3.08 0.69 -0.56 0.04
C -3.62 -0.19 0.37 -0.21
C -3.08 -1.45 0.47 -0.28
H -3.49 -2.14 1.18 0.20
H -4.45 0.08 1.01 0.21
C -4.39 2.87 -0.42 0.14
C -5.76 2.22 -0.67 -0.61
H -6.55 2.87 -0.30 0.21
H -5.90 2.08 -1.74 0.22
H -5.84 1.26 -0.19 0.22
C -4.35 4.22 -1.12 -0.62
H -3.39 4.72 -0.96 0.22
H -5.13 4.86 -0.71 0.22
H -4.52 4.12 -2.19 0.22
C -4.15 3.08 1.08 -0.61
H -4.18 2.15 1.63 0.22
H -3.18 3.54 1.24 0.22
H -4.91 3.74 1.49 0.21
H -2.38 3.22 -2.41 0.20
H -0.61 -1.27 -1.88 0.23
H -1.82 -3.61 0.68 0.38
H -0.39 -3.54 -1.86 0.20
H -0.25 -4.71 -0.55 0.21
H 0.08 -2.25 1.57 0.20
H 2.09 -1.15 2.33 0.21
C 5.67 -1.35 0.44 -0.21
C 6.87 -1.10 1.36 -0.62
H 6.67 -1.51 2.34 0.21
H 7.74 -1.60 0.95 0.21
H 7.10 -0.04 1.44 0.20
H 5.63 -2.42 0.22 0.21
H 5.83 -0.82 -0.51 0.17
H 3.39 0.44 2.15 0.20
H 5.14 0.60 2.17 0.19
```

Record 3
DFT (ωB97M-V/def2-TZVPD) results for a structure of composition C6H5NO5Ti in a non-equilibrium geometry.

- energy above the lowest of the compared OMol25 structures with the same formula, charge and spin (eV) = 0.799
- total charge = +3
- spin multiplicity = 2
- orbital gap (alpha / beta) (eV) = 6.60 / 7.01
- expectation value of S² = 0.76

Geometry as XYZ:
```
18
Properties=species:S:1:pos:R:3:mulliken_spin:R:1
Ti -0.97 0.56 -1.08 1.00
O -0.24 0.73 -4.69 0.00
C -0.48 0.68 -3.56 0.00
C -1.85 -1.04 -0.05 -0.02
O -2.39 -1.92 0.49 0.02
C -0.56 2.03 0.35 -0.02
O -0.38 2.89 1.12 0.02
C -2.87 1.36 -1.19 -0.06
O -3.96 1.81 -1.15 0.06
C 0.77 -0.61 1.89 0.00
C 1.42 -0.66 0.54 -0.01
N 2.67 -1.15 0.44 0.03
O 0.84 -0.26 -0.57 -0.01
H 1.47 -0.99 2.63 0.00
H -0.16 -1.22 1.93 0.00
H 0.48 0.43 2.17 0.00
H 3.01 -1.14 -0.51 0.00
H 3.20 -1.49 1.25 0.00
```

Record 4
DFT (ωB97M-V/def2-TZVPD) results for a structure of composition C35H93F2FeO12 in a non-equilibrium geometry.

- spin multiplicity = 6
- orbital gap (alpha / beta) (eV) = 9.60 / 8.06
- expectation value of S² = 8.76

Geometry as XYZ:
```
143
Properties=species:S:1:pos:R:3:mulliken_spin:R:1
Fe -0.12 1.32 -0.25 4.44
C -0.68 5.52 -1.46 0.01
C 0.36 4.42 -1.44 -0.02
O -0.07 3.22 -0.88 0.20
H -1.71 5.16 -1.53 0.00
H -0.58 6.20 -2.31 0.00
H -0.58 6.17 -0.59 0.00
H 1.22 4.77 -0.86 0.02
H 0.69 4.31 -2.47 0.01
F -1.62 0.62 -1.45 0.07
F 0.27 -0.46 0.58 0.05
C -3.97 -3.47 -3.13 0.00
C -3.70 -2.08 -2.52 0.00
C -4.79 -1.53 -1.59 0.00
O -2.42 -2.12 -1.86 0.00
H -3.72 -4.23 -2.39 0.00
H -3.22 -3.63 -3.91 0.00
H -5.01 -3.62 -3.43 0.00
H -3.57 -1.48 -3.43 0.00
H -4.69 -2.22 -0.75 0.00
H -5.81 -1.49 -1.99 0.00
H -4.54 -0.52 -1.29 0.00
H -2.13 -1.21 -1.77 0.00
C 1.25 -1.63 -5.30 0.00
C 0.18 -2.26 -4.50 0.00
C 0.35 -3.79 -4.26 0.00
O 0.21 -1.66 -3.21 0.01
H 1.20 -0.54 -5.28 0.00
H 1.16 -1.94 -6.34 0.00
H 2.20 -1.88 -4.83 0.00
H -0.80 -1.96 -4.88 0.00
H 0.41 -4.28 -5.23 0.00
H -0.48 -4.23 -3.72 0.00
H 1.23 -4.01 -3.65 0.00
H -0.60 -1.91 -2.77 0.00
C 0.60 -3.50 4.69 0.00
C -0.01 -2.16 5.19 0.00
C 0.51 -0.97 4.45 0.00
O -1.45 -2.21 4.91 0.00
H 1.61 -3.57 5.08 0.00
H 0.60 -3.51 3.60 0.00
H 0.02 -4.35 5.06 0.00
H 0.14 -2.02 6.26 0.00
H 0.27 -0.94 3.38 0.00
H 1.59 -0.87 4.57 0.00
H 0.13 -0.02 4.82 0.00
H -1.52 -2.35 3.96 0.00
C -1.53 0.96 -6.17 0.00
C -1.49 1.37 -4.65 0.00
C -1.59 2.87 -4.43 0.00
O -2.58 0.83 -3.93 0.00
H -2.53 0.83 -6.57 0.00
H -1.07 -0.03 -6.26 0.00
H -0.93 1.64 -6.77 0.00
H -0.56 0.93 -4.31 0.00
H -1.50 3.18 -3.39 0.00
H -2.51 3.34 -4.77 0.00
H -0.79 3.36 -4.97 0.00
H -2.33 0.97 -3.01 0.00
C 3.47 -0.33 -2.06 0.01
C 2.56 0.90 -2.15 -0.01
C 2.52 1.56 -3.51 0.00
O 1.27 0.59 -1.74 0.08
H 4.47 -0.07 -2.40 0.00
H 3.09 -1.03 -2.80 0.00
H 3.49 -0.85 -1.10 0.00
H 2.86 1.63 -1.39 0.00
H 3.51 1.96 -3.73 0.00
H 1.70 2.27 -3.65 0.00
H 2.41 0.76 -4.23 0.00
H 0.99 -0.06 -2.38 0.00
C 4.52 -1.09 3.70 0.00
C 4.68 -0.36 2.36 0.00
C 5.63 -1.01 1.35 0.00
O 3.47 -0.28 1.74 0.00
H 3.86 -0.57 4.39 0.00
H 5.49 -1.17 4.19 0.00
H 4.11 -2.08 3.50 0.00
H 4.92 0.70 2.50 0.00
H 6.54 -1.31 1.88 0.00
H 5.90 -0.41 0.48 0.00
H 5.28 -1.96 0.95 0.00
H 3.09 -1.16 1.73 0.00
C -1.80 -4.07 0.36 0.00
C -2.34 -3.16 1.46 0.00
C -3.28 -3.74 2.55 0.00
O -1.27 -2.51 2.12 0.00
H -1.00 -3.63 -0.23 0.00
H -2.54 -4.33 -0.40 0.00
H -1.33 -4.98 0.73 0.00
H -2.83 -2.34 0.94 0.00
H -4.20 -4.06 2.07 0.00
H -3.56 -2.93 3.23 0.00
H -2.93 -4.62 3.09 0.00
H -0.78 -1.93 1.53 0.00
C 2.09 2.45 3.33 0.00
C 1.95 2.91 1.86 0.01
C 3.27 3.38 1.25 0.00
O 1.61 1.82 1.06 0.04
H 1.21 1.96 3.73 0.00
H 2.26 3.32 3.96 0.00
H 2.95 1.80 3.44 0.00
H 1.10 3.59 1.79 0.00
H 4.06 2.63 1.29 0.00
H 3.68 4.28 1.71 0.00
H 3.25 3.67 0.20 0.00
H 2.40 1.29 1.20 -0.01
C -3.15 5.03 0.88 0.01
C -2.08 5.37 1.92 0.00
C -2.59 6.35 2.95 0.00
O -1.70 4.18 2.56 0.00
H -4.10 4.76 1.33 0.00
H -2.91 4.14 0.31 0.00
H -3.28 5.88 0.20 0.00
H -1.14 5.73 1.51 0.00
H -3.46 5.98 3.50 0.00
H -2.98 7.23 2.45 0.00
H -1.78 6.65 3.62 0.00
H -1.41 4.42 3.45 0.00
C 2.65 -3.63 -0.65 0.00
C 2.27 -3.81 0.81 0.00
C 3.28 -4.68 1.54 0.00
O 2.19 -2.67 1.55 0.00
H 2.40 -4.47 -1.29 0.00
H 3.70 -3.42 -0.84 0.00
H 2.16 -2.76 -1.11 0.00
H 1.29 -4.27 0.89 0.00
H 2.89 -5.01 2.50 0.00
H 4.22 -4.14 1.59 0.00
H 3.60 -5.54 0.94 0.00
H 1.46 -2.11 1.26 0.00
C -2.32 1.25 3.41 0.00
C -2.29 1.06 1.87 -0.01
C -3.63 1.30 1.30 0.01
O -1.30 1.90 1.30 0.07
H -2.71 0.33 3.85 0.00
H -3.08 1.98 3.70 0.00
H -1.37 1.39 3.90 0.00
H -1.99 0.03 1.68 0.00
H -4.11 2.25 1.52 0.00
H -4.34 0.59 1.72 0.00
H -3.66 1.19 0.21 0.00
H -1.50 2.74 1.71 0.01
```